A gas-phase ion, C6H16NS2 (charge +1). Source: OMol25; level of theory: ωB97M-V/def2-TZVPD.

```
25
Properties=species:S:1:pos:R:3:forces:R:3:nbo_charge:R:1
C -0.2557 1.2907 -1.3658 -0.1146 0.5765 0.2241 -0.65
C 0.3370 0.1351 -0.5676 0.0114 0.1464 -1.1508 0.16
C 1.7192 0.5327 -0.0489 0.0621 -1.6008 -1.1861 -0.64
C 0.5411 -1.0482 -1.4991 2.0591 -2.0523 0.5408 -0.66
N -0.6528 -0.2413 0.5667 -2.0503 1.9297 0.3927 -0.43
C -1.4531 0.9797 1.3099 2.0402 -0.4437 0.6547 -0.40
S -2.8880 1.6868 0.5597 1.0626 0.8123 -1.3722 0.09
C 0.0031 -1.0096 1.6531 -0.4723 -3.2102 -2.6700 -0.35
S -1.0646 -2.3323 2.3882 0.2981 1.0945 0.0060 0.04
H 0.0436 2.3181 -0.9765 -0.9011 -1.2811 -0.0534 0.24
H 0.1957 1.2805 -2.3667 -0.3959 -0.1971 0.1581 0.25
H -1.3442 1.0753 -1.3968 0.6077 0.8880 -0.5728 0.23
H 1.5358 0.8338 0.9352 0.7225 1.2643 1.5192 0.21
H 2.1975 1.2499 -0.7481 -0.4551 -0.1843 0.8427 0.26
H 2.3517 -0.3819 -0.0409 -0.1430 0.7259 0.3047 0.22
H -0.3521 -1.3710 -2.1128 1.3208 0.4749 0.4250 0.25
H 1.5304 -0.7757 -2.0102 -1.9824 -0.1960 -0.4580 0.26
H 1.0466 -1.9718 -0.9502 -1.6790 1.4508 -0.6636 0.22
H -1.5312 -0.6847 0.2552 0.9646 -0.5883 -0.6413 0.45
H -0.6699 1.7748 1.4018 -0.7334 -0.7302 0.1514 0.25
H -1.6262 0.4426 2.2624 -0.3483 0.9711 -0.3689 0.25
H -3.8455 1.1665 1.2432 -0.9213 -1.0189 1.1069 0.15
H 0.8063 -1.5256 1.0635 -0.1778 0.5747 1.5479 0.25
H 0.2413 -0.3073 2.3788 1.1487 0.7583 1.4910 0.23
H -1.1712 -3.0339 1.2614 0.0763 -0.1644 -0.2280 0.13
```
Forces are in eV/Å.

For the relative energy (zero: lowest compared OMol25 entry of this formula, charge and spin), the calculation gives 0.343 eV. For the HOMO energy, the calculation gives -13.616 eV. Its total charge is +1. As for the SMILES: CC(C)(C)[NH+](CS)CS.


A gas-phase ion, C6H16NSSi (charge +1). Source: OMol25; level of theory: ωB97M-V/def2-TZVPD.

```
25
Properties=species:S:1:pos:R:3:forces:R:3:mulliken_spin:R:1
C -1.8353 0.1047 -2.4212 1.1467 -0.6429 5.4248 0.05
C -2.7369 0.8460 -1.4550 0.9259 -1.1626 -0.5307 -0.05
C -0.5578 -0.3855 -0.1574 1.6095 1.0972 -0.1831 0.64
C 1.5609 1.6360 1.0223 -0.2120 -0.7762 -1.0954 0.00
C 2.1887 -1.2694 0.3111 1.0175 -1.0075 2.4581 0.01
C 0.4026 -0.8024 2.9910 -0.3843 0.5813 -0.0718 0.00
N -0.4912 0.0988 -1.6236 0.8654 1.4961 -0.7955 -0.02
Si 0.9220 -0.1800 1.2471 -0.4286 0.3423 -2.1548 0.01
S -2.7530 -0.0506 0.1319 -1.7845 1.0612 -0.0787 1.36
H -1.9952 -0.9086 -2.4436 -1.1966 -2.4857 -0.3453 -0.01
H -1.6687 0.4246 -3.3566 0.4730 1.8101 -3.2376 0.00
H -2.3392 1.8342 -1.4664 0.2349 1.0806 0.9676 0.02
H -3.6950 0.9246 -1.8561 -1.8126 0.0170 -0.3819 -0.01
H -0.7339 -1.4347 -0.2195 -0.1579 -1.0009 -0.2979 -0.02
H 0.9119 2.5063 1.2603 0.6014 -0.6896 0.0518 0.00
H 2.5138 1.6296 1.5190 0.3336 0.4845 1.0039 0.00
H 1.9825 1.7403 -0.0255 -1.0095 -0.1813 0.6967 0.00
H 2.1934 -2.3248 0.7030 -0.1558 0.8703 0.0315 -0.01
H 1.8253 -1.4382 -0.6749 0.3132 0.3965 -1.1432 0.00
H 3.2729 -0.9670 0.4375 -1.2698 -0.0616 -0.6769 0.01
H -0.7094 -0.5647 3.2254 2.0072 -0.3971 -0.2365 0.00
H 0.6479 -1.8886 3.2115 -0.3956 1.3704 -0.4668 0.00
H 1.0861 -0.1540 3.6174 -0.9345 -0.7255 -0.1938 0.00
H 0.1529 -0.4594 -2.1786 0.2744 -0.3034 0.0921 0.01
H -0.1453 1.0827 -1.7989 -0.0611 -1.1733 1.1635 0.00
```
Forces are in eV/Å.

The expectation value of S² is 2.008. For the HOMO energy (spin up / spin down), the calculation gives -9.962 / -13.769 eV. Its spin multiplicity is 3. Its total charge is +1.


2 unconnected molecules or ions with the total composition C6H16O. Source: OMol25; level of theory: ωB97M-V/def2-TZVPD.

```
23
Properties=species:S:1:pos:R:3:forces:R:3:nbo_charge:R:1
C -0.4496 -2.3084 -0.8842 -1.5833 1.4737 0.0533 -0.62
C 0.4440 -1.3046 -0.1577 0.9710 -0.6325 2.0752 -0.38
C -0.2717 -0.0263 0.4150 -0.3322 -2.0626 -1.5206 -0.22
C -0.8251 -0.4414 1.7899 -0.4613 0.9851 -0.8924 -0.60
C 0.5420 1.2085 0.5147 0.5980 0.8857 2.1586 -0.40
C -0.2902 2.5201 0.4905 0.3648 -0.0046 2.7151 -0.61
H -1.4806 -2.4520 -0.4466 0.8883 0.6320 -0.4422 0.20
H -0.4991 -1.9213 -1.9134 -0.5735 -0.3530 0.1879 0.21
H -0.0850 -3.2947 -0.9223 0.9995 -1.1552 -0.0210 0.21
H 1.3135 -1.1771 -0.8224 -0.2297 0.5704 0.4526 0.19
H 0.8257 -1.7362 0.8034 0.2451 -0.2730 -0.9564 0.18
H -1.0277 0.0908 -0.3696 -0.5748 0.5410 0.5170 0.20
H -1.1886 -1.4450 1.7338 -0.4367 -0.6450 0.1113 0.21
H -1.6359 0.2209 2.0992 0.0282 -0.0519 0.1778 0.21
H -0.0283 -0.4016 2.5205 0.2169 0.0193 0.2104 0.20
H 1.2055 1.0898 1.4128 -0.8574 0.4406 -0.1166 0.20
H 1.3257 1.2557 -0.1741 0.9387 0.0632 -1.8324 0.18
H -0.2118 3.1812 1.4395 0.0027 -1.2877 -1.3499 0.21
H 0.0218 3.1493 -0.2956 0.1540 0.6832 -1.1093 0.21
H -1.3342 2.2582 0.3932 -0.3094 0.1374 -0.1987 0.21
O 0.9359 0.5265 -2.7797 -2.9824 2.2936 -0.6640 -0.92
H 1.5871 -0.0960 -2.7951 2.8081 -2.6251 -0.0663 0.46
H 1.1265 1.1037 -2.0518 0.1254 0.3654 0.5106 0.47
```
Forces are in eV/Å.

For the relative energy (zero: lowest compared OMol25 entry of this formula, charge and spin), the calculation gives 1.081 eV. For the HOMO energy, the calculation gives -10.612 eV. Its total charge is 0. As for the SMILES: CCC(C)CC.O.


3 unconnected molecules or ions with the total composition C6H16O2. Source: OMol25; level of theory: ωB97M-V/def2-TZVPD.

```
24
Properties=species:S:1:pos:R:3:forces:R:3:nbo_charge:R:1
C -2.3625 1.4170 1.2043 0.0381 0.1880 -0.5047 -0.65
C -1.6856 0.9818 -0.0712 -0.1003 -0.1291 -0.1538 -0.21
C -1.2688 -0.2526 -0.3227 -0.0403 0.0863 0.2291 -0.17
C -0.5005 -0.7268 -1.5243 0.2002 0.0446 0.2601 -0.45
C 0.9307 -1.0605 -1.0641 0.4511 -0.2030 -0.1154 -0.39
C 1.1064 -2.4334 -0.4099 -0.6661 0.7478 0.1942 -0.60
H -1.6383 1.6742 1.9765 0.0135 -0.0384 0.1095 0.22
H -3.0353 0.6490 1.5721 0.0372 -0.1272 0.1740 0.22
H -2.9568 2.3052 0.9979 -0.0868 0.0608 0.1444 0.21
H -1.5662 1.7408 -0.8388 0.0174 0.0985 -0.1083 0.18
H -1.3889 -0.9658 0.4887 -0.0535 -0.2104 -0.0863 0.19
H -0.9895 -1.5967 -1.9564 -0.0125 -0.1711 -0.1380 0.21
H -0.4740 0.0460 -2.2932 -0.0899 0.1179 -0.0497 0.20
H 1.6984 -0.9655 -1.8359 -0.3412 0.0567 -0.4037 0.20
H 1.1795 -0.2791 -0.3554 0.2195 -0.2482 0.2513 0.19
H 0.3646 -2.5071 0.3896 0.1399 -0.3275 0.0556 0.20
H 2.0927 -2.4976 0.0371 0.1060 -0.2050 0.0115 0.22
H 0.9404 -3.2377 -1.1243 0.0801 -0.0672 -0.0041 0.20
O 1.4311 2.0265 -0.2601 -0.6845 0.0113 -0.0623 -0.94
H 0.8591 2.4981 0.3618 0.2672 0.0904 0.0227 0.47
H 0.7589 1.5479 -0.7789 0.4662 0.1469 0.1062 0.48
O 2.0714 0.1708 2.0196 0.0142 0.1302 -0.0407 -0.96
H 2.4080 0.8409 2.6245 0.0052 -0.1110 -0.0379 0.46
H 2.0254 0.6247 1.1632 0.0194 0.0589 0.1463 0.49
```
Forces are in eV/Å.

For the relative energy (zero: lowest compared OMol25 entry of this formula, charge and spin), the calculation gives 0.595 eV. For the HOMO energy, the calculation gives -9.480 eV. Its total charge is 0. As for the SMILES: C/C=C/CCC.O.O.


3 unconnected molecules or ions with the total composition C6H16O2. Source: OMol25; level of theory: ωB97M-V/def2-TZVPD.

```
24
Properties=species:S:1:pos:R:3:forces:R:3:nbo_charge:R:1
C -0.4766 0.8135 1.4114 -0.0152 0.2071 -0.0146 -0.42
C -0.2322 -0.3236 0.7578 0.0317 1.3130 0.0424 0.03
C -0.2206 -1.6488 1.4991 1.6313 0.5121 0.6462 -0.66
C -0.0121 -0.2319 -0.7334 -5.2405 1.4046 0.2560 -0.43
C -1.0748 -1.1179 -1.5117 1.5902 -0.7572 0.7528 -0.38
C -2.3796 -0.3853 -1.5613 -0.3691 -0.9192 -1.0333 -0.61
H -0.6394 0.9000 2.4491 -0.1568 -0.7671 1.3911 0.19
H -0.5518 1.8358 1.0678 0.1809 -0.1321 -1.1652 0.18
H 0.0216 -2.4717 0.8148 0.1505 0.1178 0.4599 0.21
H 0.5102 -1.5793 2.3911 -0.8629 -0.3190 -1.6078 0.23
H -1.1692 -1.8452 1.9564 -0.7043 -0.1465 0.0628 0.23
H 0.8404 -0.5715 -1.0766 4.8779 -1.8147 -1.0878 0.20
H -0.0727 0.8600 -1.1034 -0.3737 -1.9041 0.6258 0.20
H -1.0928 -2.1800 -1.0760 -0.4029 1.5813 -0.0852 0.20
H -0.6795 -1.3691 -2.5086 -0.1705 0.6483 0.0256 0.20
H -3.0333 -0.9194 -2.2495 -0.2195 0.3487 -0.3236 0.21
H -2.2141 0.6428 -1.8739 -0.1962 0.0232 -0.1444 0.21
H -2.9116 -0.4015 -0.6433 -0.2376 0.1995 1.1214 0.21
O 1.7970 2.1026 -0.9238 4.7508 3.1694 -3.6246 -0.91
H 1.0730 2.3506 -0.4963 -4.7936 2.0943 2.8985 0.46
H 1.8409 1.2328 -0.7520 0.5389 -4.8845 0.8107 0.46
O 3.5461 1.0458 1.5235 0.3473 -0.6356 -1.9445 -0.94
H 3.6609 1.4259 0.6231 -0.1324 -0.6024 0.6748 0.47
H 3.4700 1.8354 2.0157 -0.2244 1.2631 1.2628 0.46
```
Forces are in eV/Å.

For the relative energy (zero: lowest compared OMol25 entry of this formula, charge and spin), the calculation gives 2.018 eV. For the HOMO energy, the calculation gives -9.299 eV. Its total charge is 0. As for the SMILES: C=C(C)CCC.O.O.


C6H16P2Si in the gas phase. Source: OMol25; level of theory: ωB97M-V/def2-TZVPD.

```
25
Properties=species:S:1:pos:R:3:forces:R:3:mulliken_spin:R:1
C -2.5032 -0.9552 0.0362 -3.3721 -0.4737 1.8159 0.06
C -2.5771 0.2615 1.0172 -2.3647 0.9425 -1.2773 0.18
C -1.1726 -1.2535 -0.5034 1.4770 -2.3014 -1.5189 0.08
C 1.2568 -0.2487 1.6597 0.8519 -0.6420 -2.5642 0.12
C 2.0078 2.1456 -0.5364 -1.1045 0.1098 1.8338 0.05
C 2.4523 -0.9858 -1.2300 0.3697 -0.1809 0.4966 0.02
Si 1.4766 0.3414 -0.1813 1.0756 0.0469 -0.3515 0.04
P -1.5128 1.5507 0.2277 0.2645 -0.4354 -0.3214 0.60
P -0.4986 0.3392 -1.2587 -0.4822 0.1135 -0.0082 0.84
H -3.0656 -1.8175 0.5036 1.0931 0.4805 -0.0568 -0.02
H -3.2670 -0.7284 -0.7201 0.7001 0.2668 -0.5834 -0.06
H -3.6321 0.7086 1.0478 0.9178 -0.7346 -0.5381 -0.01
H -2.4840 0.0351 2.0446 1.2258 -0.3457 1.1253 0.00
H -0.4510 -1.7706 0.1845 -0.6869 0.7725 -0.1274 0.06
H -1.2313 -2.0488 -1.3539 -0.0597 1.4687 1.0718 -0.07
H 1.2555 -1.3277 1.5502 0.0184 -0.3527 0.2960 0.02
H 1.9731 0.0311 2.3726 1.5146 0.4354 0.7066 -0.04
H 0.3490 0.0525 2.0545 -1.9520 0.5554 0.4890 -0.01
H 1.0521 2.7384 -0.6771 0.8885 -0.4919 0.7665 -0.01
H 2.6642 2.5486 0.2804 -0.6799 -0.1116 -0.7669 0.01
H 2.4598 2.3018 -1.4733 1.0267 -0.2296 -1.1970 0.02
H 2.5073 -0.7327 -2.3050 -0.1572 0.0705 0.5239 -0.01
H 3.4863 -1.2049 -0.8989 -0.2653 0.5881 0.0007 0.00
H 2.0192 -1.9970 -1.1556 -0.3935 0.4191 -0.0501 0.00
H -2.5646 2.0161 -0.6851 0.0945 0.0296 0.2352 0.15
```
Forces are in eV/Å.

The expectation value of S² is 2.009. For the HOMO energy (spin up / spin down), the calculation gives -3.578 / -9.028 eV. Its spin multiplicity is 3. Its total charge is 0.


C6H16P4 in the gas phase. Source: OMol25; level of theory: ωB97M-V/def2-TZVPD.

```
26
Properties=species:S:1:pos:R:3:forces:R:3:nbo_charge:R:1
C 2.0970 0.9885 0.1517 -1.6586 1.7809 -3.5197 -0.63
C 0.9394 0.1277 -0.3224 -1.2095 -0.3536 0.3337 -0.45
C 0.2246 0.6343 -1.6491 1.3137 -1.1997 -0.3155 -0.22
C 0.9375 0.4694 -3.0015 -2.1342 0.4742 1.2943 -0.60
C -1.0854 -0.0686 -1.6269 -0.7722 0.6085 1.6431 -0.41
C -1.7666 0.4321 -0.3681 -1.4575 2.0793 -0.9057 -0.72
P -0.4872 0.5483 0.9181 0.8886 -0.4378 0.0227 0.52
P -0.6188 -1.3392 1.9975 -0.7027 -0.1597 -0.1159 -0.04
P -2.4588 -0.6722 3.0665 0.0766 0.1164 -0.2716 0.01
P 0.9485 -0.7247 3.4218 0.2338 1.8176 -1.6518 0.05
H 1.6595 1.9976 0.3248 0.4652 -0.4853 0.1644 0.21
H 2.7156 1.1306 -0.7545 0.7197 -0.2179 0.9319 0.20
H 2.5282 0.6539 1.0239 1.4368 -0.7607 1.6498 0.22
H 1.1748 -1.0063 -0.3166 -0.3888 1.7674 -0.3068 0.22
H 0.1055 1.6935 -1.5957 -0.4553 0.9978 0.7306 0.19
H 0.9080 -0.5556 -3.1539 0.0177 -2.0701 -1.1070 0.20
H 1.9184 0.7090 -2.7977 2.3556 1.0534 -0.5175 0.20
H 0.3871 1.0419 -3.7786 0.7984 -0.3731 0.3992 0.21
H -1.0081 -1.0793 -1.3419 0.7968 -1.8180 -0.6211 0.20
H -1.7105 0.0128 -2.4791 -0.4714 0.2656 -1.0080 0.21
H -1.9157 1.5449 -0.5442 -0.6083 -1.1116 0.2504 0.22
H -2.7494 -0.0593 -0.2202 0.6189 0.3513 0.4494 0.24
H -3.1583 -1.7803 2.5823 -0.5759 -0.0511 -0.6722 -0.01
H -2.2092 -1.5551 4.0908 0.4139 -0.2302 1.2088 -0.01
H 0.8364 -1.9037 4.0092 0.1114 -2.2556 1.2319 -0.03
H 1.7878 -1.2401 2.3639 0.1875 0.2120 0.7024 -0.01
```
Forces are in eV/Å.

For the relative energy (zero: lowest compared OMol25 entry of this formula, charge and spin), the calculation gives 0.000 eV. For the HOMO energy, the calculation gives -7.928 eV. Its total charge is 0. As for the SMILES: C[C@@H]1[C@@H](C)CCP1#P(P)P.


2 unconnected molecules or ions with the total composition C6H16S. Source: OMol25; level of theory: ωB97M-V/def2-TZVPD.

```
23
Properties=species:S:1:pos:R:3:forces:R:3:mulliken_spin:R:1
C -0.2974 -3.4905 0.8589 -0.2194 -0.0617 -1.0462 0.03
C -1.2872 -3.1491 -0.2609 -1.7647 -0.8456 -0.7790 0.13
C 1.5585 -1.4323 0.7058 0.7672 -1.4774 -0.3081 0.53
S 1.4516 -3.3421 0.3382 -0.1888 1.4193 1.0185 0.60
H -0.5099 -2.8480 1.7059 0.2417 -0.2410 0.3133 0.02
H -0.4384 -4.5436 1.0872 0.0859 0.0162 0.4313 0.04
H -2.0808 -3.9226 -0.4117 0.8849 -0.3648 0.2065 -0.01
H -0.8349 -3.0539 -1.2527 0.0891 0.3269 0.3157 0.00
H 1.2982 -0.9857 -0.2426 -0.3720 0.5625 0.1272 0.19
H 0.9790 -1.1597 1.5920 -0.4027 -0.0463 -0.2755 -0.32
H 2.5944 -1.1852 0.9447 0.0459 -0.2149 -0.2066 -0.38
H -2.0264 -2.3647 -0.0838 0.8522 0.8948 0.2106 -0.13
C 0.0492 2.2349 -0.4002 1.7404 0.0098 -0.8402 0.29
C 0.8160 3.2812 0.4376 -0.8086 -1.1871 0.3662 0.67
C -1.0097 2.8910 -1.2412 -0.6891 0.4845 -1.8859 0.18
H 0.8036 1.9004 -1.1463 -0.3143 -0.3039 0.4935 -0.20
H -0.2042 1.3390 0.1679 -0.4115 0.2390 -0.0492 0.07
H 0.0681 3.8502 1.0021 0.4783 0.3501 -0.0010 -0.06
H -0.6538 3.8834 -1.5597 -0.1482 0.0414 0.4965 0.01
H -1.1854 2.4564 -2.2546 0.3197 -0.4817 0.7112 -0.11
H -2.0224 2.9943 -0.8693 -0.0601 0.1284 0.6980 -0.09
H 1.5113 2.7860 1.1222 -0.1203 0.0428 0.1021 -0.39
H 1.4209 3.8609 -0.2394 -0.0054 0.7087 -0.0990 -0.06
```
Forces are in eV/Å.

The expectation value of S² is 0.751. For the relative energy (zero: lowest compared OMol25 entry of this formula, charge and spin), the calculation gives 0.606 eV. For the HOMO energy (spin up / spin down), the calculation gives 1.173 / -5.062 eV. Its spin multiplicity is 2. Its total charge is -1.


Number 1: E -1089.0253 hartree. Number 2: E -980.2306 hartree. Number 3: E -313.4038 hartree. Number 4: E -388.6589 hartree. Number 5: E -388.6065 hartree. Number 6: E -1210.2280 hartree. Number 7: E -1603.5421 hartree. Number 8: E -636.2970 hartree.